Record 1
This record from OMol25 describes a cluster of 2 separate species, C3H9N3P in total in a non-equilibrium geometry. The level of theory is wB97M-V/def2-TZVPD.

Last column: Mulliken charge in e.
Positions of all 16 atoms, in Å:
C 0.485 0.536 -1.120  -0.3655
C 1.038 0.832 0.411  -0.4750
C -0.552 -1.531 -0.451  -0.2927
N 0.000 -1.134 0.896  -0.1912
N -0.861 -0.230 -1.027  -0.3590
N 0.023 0.229 1.151  -0.1295
P -1.642 0.589 0.358  0.0340
H 0.349 1.468 -1.632  0.3762
H 1.172 -0.253 -1.638  0.2767
H 1.975 0.341 0.661  0.3315
H 1.140 1.835 0.589  0.3354
H 0.153 -1.977 -1.234  0.3392
H -1.517 -2.061 -0.545  0.3264
H 0.734 -1.663 1.327  0.3122
H -1.315 1.204 2.124  0.3333
H -1.183 1.817 0.129  0.1479

Values from the calculation:
E_tot: -17002.48649 eV
HOMO (spin up / spin down): -14.944 / -14.531 eV
ΔE to the lowest compared entry with this formula, charge and spin: 148.2 kcal/mol
Kohn-Sham gap (spin up / spin down): 8.0716 / 7.1868 eV
largest force on an atom: 4.04 eV/Å
total charge: +1
LUMO energy (spin up / spin down): -6.87 / -7.34 eV

Record 2
This record from OMol25 describes a structure of composition C3H9N3S in a non-equilibrium geometry. The level of theory is wB97M-V/def2-TZVPD.

Last column: Mulliken charge in e.
Positions of all 16 atoms, in Å:
C 1.802 -0.940 0.342  -0.8651
C 0.080 0.607 -0.403  0.3309
C -1.226 -1.285 0.627  -0.7376
H 2.642 -0.765 -0.391  0.3103
H 1.349 -1.865 -0.160  0.3042
H 2.292 -1.507 1.357  0.2704
H 1.302 0.758 1.300  0.2372
H -0.249 -1.546 1.120  0.2622
H -2.268 -1.889 0.721  0.3163
H -1.624 -0.546 1.470  0.2260
H -0.502 3.242 -1.936  0.3380
H -2.196 2.286 -1.021  0.2620
N 0.984 0.136 0.512  -0.1981
N -0.113 1.836 -0.830  -0.4054
N -1.122 2.098 -1.742  -0.5779
S -1.150 -0.619 -0.967  -0.0735

Values from the calculation:
E_tot: -18556.63795 eV
HOMO: -8.171 eV
ΔE to the lowest compared entry with this formula, charge and spin: 139.3 kcal/mol
Kohn-Sham gap: 8.8960 eV
largest force on an atom: 6.75 eV/Å
total charge: 0
LUMO energy: 0.72 eV

Record 3
This record from OMol25 describes a structure of composition C3H9N3S in a non-equilibrium geometry. The level of theory is wB97M-V/def2-TZVPD.

Last column: Mulliken charge in e.
Positions of all 16 atoms, in Å:
C 0.851 0.112 1.883  -0.6570
C -0.335 0.162 -0.812  0.7672
C -1.745 0.338 -0.311  -1.1170
H 1.708 0.550 2.830  0.2703
H 1.248 -0.998 1.363  0.1986
H -0.255 0.146 2.421  0.1992
H 1.815 1.520 0.943  0.3534
H -2.256 0.858 -1.100  0.3454
H -2.203 -0.678 -0.014  0.2944
H -1.578 1.065 0.497  0.3627
H -1.109 -1.297 -1.890  0.3310
H 1.593 -1.788 -1.558  0.1339
N 0.779 1.179 0.837  -0.4172
N 0.803 0.432 -0.359  -0.4546
N -0.368 -0.457 -2.018  -0.4502
S 1.052 -1.143 -2.712  -0.1602

Values from the calculation:
E_tot: -18558.29812 eV
HOMO: -8.628 eV
ΔE to the lowest compared entry with this formula, charge and spin: 101.0 kcal/mol
Kohn-Sham gap: 9.3080 eV
largest force on an atom: 5.45 eV/Å
total charge: 0
LUMO energy: 0.68 eV

Record 4
This record from OMol25 describes the ion C3H9N4 with charge +1 in a non-equilibrium geometry. The level of theory is wB97M-V/def2-TZVPD.

Last column: Mulliken charge in e.
Positions of all 16 atoms, in Å:
C -0.357 2.253 0.514  -0.4370
C -0.645 -1.823 -0.751  -1.1429
C 0.332 -1.046 -0.190  0.6773
N 0.522 2.085 -0.636  0.1162
N 1.185 1.391 -1.283  -0.0648
N 0.373 -0.719 1.182  -0.4572
N 1.266 -0.339 -0.978  -0.3507
H -0.017 2.949 1.185  0.2912
H -0.595 1.225 0.954  0.2607
H -0.878 -2.079 -1.782  0.3112
H -1.314 -2.102 -0.028  0.2571
H -0.241 -1.234 1.800  0.2183
H 1.362 -0.746 1.398  0.2160
H -1.259 2.668 0.082  0.2933
H 1.288 -0.717 -2.050  0.4005
H 2.267 -0.319 -0.572  0.4110

Values from the calculation:
E_tot: -9206.98429 eV
HOMO: -12.925 eV
ΔE to the lowest compared entry with this formula, charge and spin: 106.9 kcal/mol
Kohn-Sham gap: 8.9592 eV
largest force on an atom: 4.51 eV/Å
total charge: +1
LUMO energy: -3.97 eV

Record 5
This record from OMol25 describes a structure of composition C3H9N5 in a non-equilibrium geometry. The level of theory is wB97M-V/def2-TZVPD.

Last column: Mulliken charge in e.
Positions of all 17 atoms, in Å:
C -1.919 -1.426 -0.613  -1.0545
C -1.110 -0.284 0.181  0.7255
C 0.851 -0.649 0.788  -0.1094
H -2.708 -0.951 -1.008  0.4252
H -1.196 -2.038 -1.229  0.2704
H -2.484 -1.875 0.176  0.3175
H -1.378 2.795 0.029  0.2270
H -0.438 1.981 1.134  0.2085
H 1.832 -1.084 1.323  0.3593
H 0.853 1.211 -0.145  0.3620
H 3.268 0.545 0.541  0.2927
H 2.895 -0.165 -1.390  0.2089
N -1.359 0.948 -0.282  -0.3612
N -0.801 2.105 0.216  -0.5489
N -0.350 -1.046 1.076  -0.5137
N 1.327 0.079 -0.317  -0.1108
N 2.718 -0.145 -0.480  -0.6985

Values from the calculation:
E_tot: -10700.48031 eV
HOMO: -8.788 eV
ΔE to the lowest compared entry with this formula, charge and spin: 174.5 kcal/mol
Kohn-Sham gap: 9.1898 eV
largest force on an atom: 10.30 eV/Å
total charge: 0
LUMO energy: 0.40 eV

Record 6
This record from OMol25 describes a structure of composition C3H9N5 in a non-equilibrium geometry. The level of theory is wB97M-V/def2-TZVPD.

Last column: Mulliken charge in e.
Positions of all 17 atoms, in Å:
C 0.106 -2.001 0.184  -0.0937
C 0.430 -0.691 1.178  -0.4914
C 0.618 1.655 0.257  0.3174
H -2.077 -0.145 -0.465  0.2606
H -2.419 -1.772 -1.568  0.2576
H 0.896 -2.952 0.277  0.2291
H 0.926 -1.587 1.969  0.2351
H -0.473 -0.282 1.457  0.3909
H 1.777 0.827 1.624  0.2939
H -0.142 1.870 -1.626  0.2664
H 0.499 0.275 -1.781  0.3449
H 0.385 3.518 -0.103  0.2377
N -1.722 -1.183 -1.237  -0.4039
N -0.777 -2.051 -0.812  -0.3228
N 1.212 0.448 0.869  -0.2984
N -0.082 1.182 -0.934  -0.5678
N 0.843 2.890 0.713  -0.6556

Values from the calculation:
E_tot: -10700.52547 eV
HOMO: -8.791 eV
ΔE to the lowest compared entry with this formula, charge and spin: 173.5 kcal/mol
Kohn-Sham gap: 9.1405 eV
largest force on an atom: 6.24 eV/Å
total charge: 0
LUMO energy: 0.35 eV

Q: What is the ΔE to the lowest compared entry with this formula, charge and spin in the fifth record?
A: 174.5 kcal/mol